Record 1
The following is a DFT calculation (ωB97M-V/def2-TZVPD) of a structure of composition C4H8OS in a non-equilibrium geometry.

```
14
C4H8OS (ωB97M-V/def2-TZVPD)
C 0.679 1.158 -0.910
C 0.637 0.560 0.495
C -0.755 -0.063 0.688
C 0.467 -0.937 0.365
H 0.935 -0.073 -1.695
H 1.639 2.013 -0.722
H -0.405 1.911 -0.994
H 1.159 1.332 1.090
H -1.252 -0.817 1.627
H -3.468 0.197 1.017
H 0.716 -1.507 1.351
H 1.455 -2.062 -0.950
O 0.327 -1.611 -0.840
S -2.135 -0.102 -0.521
```

As for the spin multiplicity: 1. For the energy above the lowest of the compared OMol25 structures with the same formula, charge and spin, the calculation gives 9.894 eV. The calculation puts the energy at -630.27132 Ha. The HOMO-LUMO gap is 0.288 Ha. As for the LUMO energy: -0.94 eV. The value obtained for the highest occupied orbital energy is -0.3225 Ha.

Record 2
The following is a DFT calculation (ωB97M-V/def2-TZVPD) of a structure of composition C4H8OS in a non-equilibrium geometry.

```
14
C4H8OS (ωB97M-V/def2-TZVPD)
C -0.964 1.549 -0.385
C -0.816 -0.032 -0.494
C 0.675 -0.055 0.773
C 1.654 -0.920 0.165
O -1.848 -0.825 -0.319
S 0.708 1.739 0.411
H -1.119 1.856 -1.365
H -1.803 1.821 0.230
H -0.319 -0.304 -1.342
H 0.234 -0.540 1.754
H 2.603 -0.771 0.653
H 1.876 -0.754 -0.847
H 1.507 -1.965 0.221
H -2.388 -0.799 0.544
```

As for the spin multiplicity: 1. For the energy above the lowest of the compared OMol25 structures with the same formula, charge and spin, the calculation gives 2.749 eV. The calculation puts the energy at -630.53390 Ha. The HOMO-LUMO gap is 0.330 Ha. As for the LUMO energy: 0.68 eV. The value obtained for the highest occupied orbital energy is -0.3050 Ha.

Record 3
The following is a DFT calculation (ωB97M-V/def2-TZVPD) of an isolated molecule of C4H8OS in a non-equilibrium geometry.

```
14
C4H8OS (ωB97M-V/def2-TZVPD)
C 2.242 -1.097 0.035
O 1.356 0.073 -0.352
C 0.702 0.953 0.495
C -0.289 1.601 -0.571
C -0.840 0.653 0.562
S -1.601 -0.944 -0.075
H 2.704 -0.751 1.025
H 2.955 -1.309 -0.902
H 1.663 -1.883 0.459
H 1.326 1.566 1.176
H 0.045 1.181 -1.770
H -0.522 2.609 -0.383
H -1.350 0.888 1.522
H -2.950 -0.446 -0.232
```

As for the spin multiplicity: 1. For the energy above the lowest of the compared OMol25 structures with the same formula, charge and spin, the calculation gives 4.321 eV. The calculation puts the energy at -630.47613 Ha. The HOMO-LUMO gap is 0.352 Ha. As for the LUMO energy: 0.89 eV. The SMILES is CO[C@H]1C[C@H]1S. The value obtained for the highest occupied orbital energy is -0.3191 Ha.

Record 4
The following is a DFT calculation (ωB97M-V/def2-TZVPD) of an isolated molecule of C4H8OS in a non-equilibrium geometry.

```
14
C4H8OS (ωB97M-V/def2-TZVPD)
O -0.030 1.575 0.002
C -0.206 0.187 -0.033
C 1.074 -0.529 -0.539
S 2.579 -0.032 0.273
C -1.058 -0.432 0.989
C -1.592 -0.192 -0.443
H 0.673 1.710 0.681
H 1.164 -0.182 -1.563
H 0.962 -1.576 -0.381
H 2.776 1.094 -0.466
H -0.882 -1.447 1.376
H -1.449 0.269 1.673
H -2.281 0.575 -0.441
H -1.729 -1.021 -1.130
```

As for the spin multiplicity: 1. For the energy above the lowest of the compared OMol25 structures with the same formula, charge and spin, the calculation gives 1.291 eV. The calculation puts the energy at -630.58748 Ha. The HOMO-LUMO gap is 0.372 Ha. As for the LUMO energy: 0.82 eV. The SMILES is OC1(CS)CC1. The value obtained for the highest occupied orbital energy is -0.3424 Ha.